ORCA calculation (ωB97M-V/def2-TZVPD) on an isolated molecule of C9H8N2OS.

Structure (SMILES): O=C1CN2c3ccccc3S[C@@H]2N1
Maximum force (eV/Å): 3.92
Relative energy (zero: lowest compared OMol25 entry of this formula, charge and spin) (kJ/mol): 208.1
Frontier orbital gap (eV): 8.8
Calculated total energy (eV): -25324.08855
Highest occupied orbital energy (eV): -8.150

The geometry in ORCA input format:
```
! wB97M-V def2-TZVPD RIJCOSX def2/J DEFGRID3
* xyz 0 1
O -3.582 0.842 -0.234
C -2.688 0.360 0.405
C -1.503 1.103 1.092
N -0.398 0.186 1.288
C 0.582 0.221 0.295
C 1.303 1.353 -0.146
C 2.177 1.174 -1.154
C 2.701 -0.077 -1.537
C 1.952 -1.152 -1.142
C 0.837 -0.945 -0.389
S -0.152 -2.361 0.137
C -1.228 -1.424 1.191
N -2.421 -1.043 0.539
H -1.268 1.952 0.493
H -1.913 1.403 2.140
H 1.096 2.383 0.300
H 2.795 1.981 -1.579
H 3.476 -0.080 -2.318
H 2.209 -2.177 -1.275
H -1.324 -1.942 2.171
H -2.651 -1.757 -0.277
*
```